[1]
C42H57BaBrN10O4SSi2 as an isolated structure. Source: OMol25; level of theory: ωB97M-V with the def2-TZVPD basis set.

Atoms and positions in Å:
Ba 0.08016 -0.04728 0.05497
N 3.66341 -6.99335 0.27193
C 2.41412 -6.33160 0.24721
C 2.27926 -5.06823 0.81730
C 1.07829 -4.38182 0.72715
C 0.01379 -4.93460 0.03200
C 0.14981 -6.16649 -0.58212
C 1.35247 -6.85776 -0.48284
S -1.54772 -4.03766 -0.07776
O -2.35448 -4.86347 -0.95516
O -1.99346 -4.01090 1.30411
N -1.07386 -2.58208 -0.51542
C -1.56423 -1.93055 -1.76982
N -1.33834 -0.54242 -2.32074
C -1.91130 -0.27891 -3.46087
C -2.69956 -1.16115 -4.19295
C -2.85125 -2.38844 -3.64304
N -2.30381 -2.75382 -2.48765
H 4.22126 -6.74096 1.07311
H 3.57629 -7.99377 0.18187
H 3.11232 -4.61072 1.34242
H 0.96409 -3.41397 1.19482
H -0.68001 -6.57946 -1.13793
H 1.45609 -7.81639 -0.98258
H -1.72664 0.73183 -3.81835
H -3.15795 -0.89287 -5.13541
H -3.44417 -3.15705 -4.13633
N 1.68498 -1.88627 2.91697
C 2.69108 -1.97641 1.98949
N 3.82043 -2.58260 2.39545
C 4.76444 -2.64062 1.44929
N 5.95636 -3.26085 1.81245
N 4.67802 -2.17152 0.22751
C 3.49411 -1.55562 -0.08635
N 2.45471 -1.44991 0.80673
C 3.38063 -1.01413 -1.40715
C 4.45505 -1.14914 -2.32517
C 4.34623 -0.62978 -3.58875
C 3.16590 0.03410 -3.96235
C 2.15977 0.12851 -3.01603
N 2.23228 -0.36230 -1.78324
H 2.05830 -1.89760 3.85667
H 1.04574 -1.12401 2.70402
H 5.81453 -3.90367 2.57601
H 6.43575 -3.63103 1.00728
H 5.35765 -1.66099 -2.02769
H 5.16667 -0.73422 -4.29044
H 3.03809 0.45683 -4.95078
H 1.22340 0.62922 -3.25198
O -1.76052 1.20797 0.35396
O 1.92462 1.21508 1.65466
H 1.75388 1.85773 2.35219
H 2.88142 1.10324 1.63123
C -5.74832 -2.05865 3.58764
C -4.75568 -3.01616 3.74092
C -3.41972 -2.66597 3.59572
C -3.04504 -1.35156 3.30526
C -4.06034 -0.39986 3.15272
C -5.39778 -0.74865 3.29088
Si -1.25993 -0.87253 3.10967
C -0.44879 -0.82290 4.80283
C -0.15554 -1.99810 5.50900
C 0.43195 -1.96048 6.76571
C 0.74930 -0.74177 7.35423
C 0.46454 0.43458 6.68013
C -0.13278 0.39132 5.42285
H -6.79220 -2.33423 3.69113
H -5.02064 -4.04341 3.96129
H -2.66955 -3.43737 3.70322
H -3.81050 0.62541 2.90741
H -6.16742 0.00345 3.16097
H -0.72751 -0.35485 1.82001
H -0.38407 -2.96338 5.07316
H 0.64891 -2.88614 7.28564
H 1.21333 -0.71217 8.33333
H 0.70283 1.39040 7.13273
H -0.35133 1.32716 4.92170
C 1.54391 7.60494 -1.32875
C 1.24777 6.24501 -0.68560
C 2.55373 5.45049 -0.58249
C 0.74721 6.47414 0.74281
Si -0.08296 5.23312 -1.71605
Br -0.03090 3.13709 -0.98582
C 0.34898 5.19262 -3.63146
C -0.03417 6.50566 -4.32447
C 1.84699 4.94764 -3.83134
C -0.38882 4.03620 -4.31435
C -1.90828 5.83679 -1.37570
C -2.87085 5.19822 -2.38054
C -2.02415 7.36276 -1.47700
C -2.35637 5.38173 0.02020
H 2.23051 8.18004 -0.69448
H 0.64231 8.20591 -1.46295
H 2.02261 7.49833 -2.30363
H 3.29441 6.02902 -0.01508
H 2.99156 5.22861 -1.55374
H 2.40622 4.50360 -0.06156
H 1.54040 6.93406 1.34588
H 0.46494 5.53663 1.22636
H -0.10924 7.14866 0.77577
H 0.43433 7.37424 -3.85734
H -1.11346 6.66649 -4.32230
H 0.28599 6.48479 -5.37399
H 2.45074 5.79198 -3.49412
H 2.06267 4.80651 -4.89745
H 2.18259 4.05064 -3.30635
H -1.47067 4.11214 -4.22227
H -0.08642 3.07152 -3.90396
H -0.15132 4.02789 -5.38585
H -2.71117 5.56671 -3.39637
H -3.90441 5.44298 -2.11006
H -2.78233 4.10969 -2.38527
H -1.68196 7.74533 -2.44154
H -1.45274 7.86739 -0.69576
H -3.07107 7.66621 -1.35630
H -2.36048 4.29076 0.11133
H -3.37872 5.73236 0.20899
H -1.72658 5.77876 0.81485

The value obtained for the total energy is -6059.82847 Ha. As for the net charge: -2. The largest force on an atom is 4.64 eV/A. The LUMO energy (spin up / spin down) is 3.7 / 3.7 eV. The HOMO energy (spin up / spin down) is -0.020 / -0.002 Ha. As for the spin multiplicity: 1. The value obtained for the orbital gap (spin up / spin down) is 4.23 / 3.76 eV. The relative energy (zero: lowest compared OMol25 entry of this formula, charge and spin) is 421.71 kJ/mol.

---

[2]
C4H5N3 as an isolated structure. Source: OMol25; level of theory: ωB97M-V with the def2-TZVPD basis set.

Atoms and positions in Å:
N -1.81669 0.16126 0.12161
C -0.45002 -0.07959 -0.00720
C 0.58452 1.01951 0.27974
N 1.61972 0.93361 -0.82280
C 1.89501 -0.21507 -0.43385
N 1.58137 -1.35519 -0.07963
C 0.12651 -1.29385 -0.12912
H -2.15669 1.03064 -0.26710
H -2.39090 -0.61388 -0.18775
H 0.24083 2.03301 0.47708
H 1.15713 0.62209 1.15178
H -0.39079 -2.24252 -0.10277

The value obtained for the total energy is -319.56611 Ha. The largest force on an atom is 1.79 eV/A. The LUMO energy is 0.3 eV. The HOMO energy is -0.299 Ha. As for the spin multiplicity: 1. The value obtained for the orbital gap is 8.46 eV. The relative energy (zero: lowest compared OMol25 entry of this formula, charge and spin) is 383.59 kJ/mol.

---

[3]
A 2-piece molecular cluster, C2H2Br2O3 overall. Source: OMol25; level of theory: ωB97M-V with the def2-TZVPD basis set.

Atoms and positions in Å:
C 0.12461 0.60356 0.36821
C -0.69906 -0.88416 -0.27794
O -0.12001 -0.53752 0.98531
O -0.43199 0.41236 -0.78929
O 2.30608 0.47676 0.22281
Br -2.64329 -1.10662 -0.04846
Br 2.53092 -1.21145 -0.18059
H 0.07606 1.56479 0.92383
H -0.29432 -1.82111 -0.95542

The value obtained for the total energy is -5450.96933 Ha. The largest force on an atom is 4.93 eV/A. The LUMO energy is -0.4 eV. The HOMO energy is -0.318 Ha. As for the spin multiplicity: 1. The value obtained for the orbital gap is 8.23 eV. The relative energy (zero: lowest compared OMol25 entry of this formula, charge and spin) is 333.39 kJ/mol.

---

[4]
C26H23CrF2O3PS as an isolated structure. Source: OMol25; level of theory: ωB97M-V with the def2-TZVPD basis set.

Atoms and positions in Å:
Cr 0.32167 1.15758 -0.68205
C 2.68418 1.70493 -5.04593
C 1.57712 2.12017 -4.12294
C 1.86228 2.81152 -2.94574
C 0.84482 3.22802 -2.08897
C -0.49223 2.94495 -2.41011
C -0.77659 2.22102 -3.56401
C 0.24752 1.82052 -4.40882
H 3.36802 2.53449 -5.22667
H 2.29490 1.35099 -5.99829
H 3.26741 0.89884 -4.59814
H 2.88882 3.07539 -2.72286
H 1.06966 3.89734 -1.26738
H -1.29508 3.39476 -1.84486
H -1.80658 2.02142 -3.83005
H 0.00852 1.28612 -5.31998
O -1.52352 3.86602 1.27281
S -1.08160 2.53240 1.08166
O -1.67832 1.77492 -0.04376
O 0.40649 2.39009 0.83625
C -1.40603 1.53743 2.50381
C -1.92105 2.07431 3.66838
C -2.25294 1.21681 4.70637
C -2.07971 -0.15367 4.56402
C -1.52921 -0.67947 3.40382
C -1.18509 0.16999 2.35824
P -0.33955 -0.48595 0.88381
C -1.45580 -1.72381 0.19721
C -0.94637 -2.75211 -0.59915
C -1.80866 -3.66637 -1.17942
C -3.17839 -3.54505 -0.99050
C -3.68989 -2.50863 -0.22268
C -2.83400 -1.59634 0.37197
C 1.11509 -1.30240 1.60779
C 1.22791 -2.67037 1.82861
C 2.39667 -3.18503 2.37313
C 3.44412 -2.34239 2.70920
C 3.32386 -0.97171 2.51447
C 2.16824 -0.45142 1.95979
H -2.06026 3.14517 3.74298
H -2.64824 1.62144 5.62800
H -2.37635 -0.81915 5.36351
H -1.36322 -1.74572 3.31099
H 0.12183 -2.83711 -0.75727
H -1.41464 -4.47745 -1.77722
H -3.85144 -4.25770 -1.44823
H -4.75884 -2.41182 -0.08858
H -3.22882 -0.78378 0.96707
H 0.41014 -3.33488 1.57863
H 2.48935 -4.25098 2.53531
H 4.35617 -2.74860 3.12539
H 4.13252 -0.30932 2.79398
H 2.07100 0.61698 1.80607
F 2.73864 0.25958 -2.01314
C 1.66550 -0.17528 -1.31464
F 0.56449 -0.31561 -2.23397
H 1.91547 -1.17108 -0.94788

The value obtained for the total energy is -3213.82229 Ha. As for the net charge: +1. The largest force on an atom is 1.25 eV/A. The LUMO energy (spin up / spin down) is -3.9 / -3.1 eV. The HOMO energy (spin up / spin down) is -0.445 / -0.446 Ha. As for the spin multiplicity: 4. The value obtained for the orbital gap (spin up / spin down) is 8.21 / 9.06 eV. As for the expectation value of S²: 3.8374.